No. 1
100
Properties=species:S:1:pos:R:3 method="wB97M-V/def2-TZVPD" e_above_lowest_kj_mol=112.8 charge=-2 gap_ev=5.35
Ti -2.091 -0.861 1.121
O 1.571 -3.714 -0.152
S 1.363 -2.273 0.183
C 2.293 -2.110 1.747
C 2.755 -3.344 2.185
C 3.316 -3.484 3.443
C 3.394 -2.380 4.268
C 2.938 -1.149 3.830
C 2.368 -0.967 2.570
P 1.801 0.638 1.889
C 3.691 1.218 1.855
C 4.344 1.284 0.626
C 5.700 1.580 0.515
C 6.453 1.825 1.651
C 5.826 1.790 2.891
C 4.474 1.497 2.982
C 1.335 1.936 3.111
C 0.655 3.010 2.534
C 0.270 4.107 3.287
C 0.536 4.149 4.649
C 1.166 3.067 5.246
C 1.557 1.973 4.486
C 2.390 -1.419 -1.040
C 3.744 -1.723 -1.114
C 4.506 -1.216 -2.150
C 3.905 -0.426 -3.125
C 2.551 -0.141 -3.056
C 1.759 -0.630 -2.013
P -0.059 -0.226 -1.857
C -0.074 1.478 -2.591
C -0.723 1.825 -3.772
C -0.678 3.129 -4.253
C 0.016 4.110 -3.563
C 0.656 3.779 -2.375
C 0.601 2.480 -1.898
C -0.722 -1.182 -3.284
C 0.029 -2.076 -4.041
C -0.571 -2.840 -5.035
C -1.930 -2.726 -5.281
C -2.693 -1.853 -4.516
C -2.098 -1.095 -3.521
H 2.628 -4.192 1.522
H 3.671 -4.451 3.779
H 3.811 -2.470 5.264
H 3.029 -0.308 4.500
H 3.793 1.095 -0.277
H 6.161 1.610 -0.466
H 7.512 2.041 1.575
H 6.395 1.992 3.792
H 4.015 1.513 3.963
H 0.372 2.959 1.489
H -0.265 4.918 2.808
H 0.234 5.004 5.243
H 1.344 3.064 6.315
H 1.996 1.128 4.995
H 4.186 -2.349 -0.349
H 5.568 -1.425 -2.195
H 4.494 -0.033 -3.945
H 2.093 0.473 -3.823
H -1.272 1.078 -4.330
H -1.192 3.374 -5.175
H 0.053 5.125 -3.941
H 1.193 4.530 -1.809
H 1.085 2.239 -0.971
H 1.086 -2.205 -3.843
H 0.029 -3.539 -5.605
H -2.399 -3.332 -6.048
H -3.763 -1.777 -4.670
H -2.712 -0.464 -2.890
S -2.275 -2.600 -0.880
C -1.841 -3.606 0.457
C -1.797 -5.010 0.467
C -1.380 -5.650 1.609
C -1.019 -4.902 2.735
C -1.110 -3.530 2.663
N -1.514 -2.910 1.554
H -2.071 -5.547 -0.431
H -1.318 -6.733 1.632
H -0.671 -5.375 3.644
H -0.865 -2.867 3.485
C -5.481 4.567 -0.889
C -5.681 3.401 0.061
O -5.220 2.220 -0.551
P -4.517 1.083 0.545
S -3.848 -1.240 2.331
S -2.487 1.489 0.390
O -4.514 -0.124 -0.590
C -5.655 -0.963 -0.682
C -6.325 -0.754 -2.027
H -5.801 5.506 -0.429
H -6.054 4.415 -1.806
H -4.427 4.645 -1.156
H -6.745 3.304 0.323
H -5.142 3.598 0.997
H -6.345 -0.756 0.144
H -5.303 -1.991 -0.570
H -6.697 0.268 -2.113
H -7.155 -1.456 -2.158
H -5.600 -0.923 -2.826
S -0.611 -0.198 2.735

No. 2
107
Properties=species:S:1:pos:R:3 method="wB97M-V/def2-TZVPD" e_above_lowest_kj_mol=6.0 charge=+2 gap_ev=5.49
Ti 0.322 0.259 -0.540
C 4.909 -2.224 4.280
C 4.092 -1.783 3.099
C 4.571 -1.929 1.799
C 3.857 -1.488 0.692
C 4.458 -1.507 -0.698
O 5.529 -0.984 -0.880
C 3.693 -2.189 -1.778
C 3.910 -1.823 -3.103
C 3.214 -2.460 -4.117
C 2.315 -3.477 -3.812
C 2.112 -3.860 -2.493
C 2.796 -3.209 -1.476
C 2.624 -0.900 0.916
O 1.935 -0.298 -0.105
C 2.110 -0.740 2.207
C 2.856 -1.170 3.293
C 0.884 0.080 2.189
N -0.178 -0.341 1.526
C -0.465 -1.808 1.621
C -0.251 -2.661 0.386
Te -0.545 -4.755 0.821
C 1.216 -4.946 1.970
C 2.378 -5.444 1.388
C 3.520 -5.626 2.158
C 3.501 -5.320 3.510
C 2.339 -4.838 4.098
C 1.196 -4.656 3.334
C 0.934 1.418 2.749
C -0.231 1.936 3.329
C -0.182 3.137 4.013
C 1.014 3.840 4.091
C 2.173 3.341 3.499
C 2.145 2.121 2.853
H 5.875 -2.616 3.967
H 4.390 -3.003 4.839
H 5.084 -1.391 4.961
H 5.550 -2.366 1.639
H 4.639 -1.053 -3.323
H 3.383 -2.182 -5.149
H 1.788 -3.983 -4.610
H 1.433 -4.670 -2.254
H 2.669 -3.522 -0.445
H 2.480 -1.019 4.298
H -1.514 -1.859 1.921
H 0.125 -2.217 2.443
H 0.755 -2.583 -0.026
H -0.979 -2.454 -0.392
H 2.387 -5.713 0.339
H 4.415 -6.029 1.702
H 4.387 -5.483 4.112
H 2.308 -4.640 5.163
H 0.274 -4.344 3.810
H -1.149 1.365 3.289
H -1.074 3.515 4.494
H 1.052 4.778 4.630
H 3.099 3.895 3.570
H 3.049 1.711 2.419
C 2.053 2.727 -3.786
O 0.747 3.151 -3.284
C 0.283 2.586 -2.230
O 1.014 1.817 -1.534
C -1.082 2.902 -1.828
C -2.055 3.080 -2.734
As -3.879 3.684 -2.333
C -4.781 2.528 -3.630
C -4.142 2.654 -0.679
C -3.236 2.164 0.160
As -1.322 2.516 0.047
C -1.178 4.239 0.929
C -3.490 1.573 1.534
O -3.171 2.244 2.485
O -3.896 0.327 1.699
C -4.334 -0.501 0.606
C -5.615 2.698 -0.376
O -6.376 3.231 -1.145
O -5.958 2.113 0.757
C -7.363 2.174 1.106
C -1.792 2.645 -4.156
O -1.625 1.464 -4.332
O -1.791 3.505 -5.153
C -1.864 4.924 -4.902
H 2.162 3.237 -4.735
H 2.050 1.647 -3.915
H 2.824 3.031 -3.084
H -4.501 2.854 -4.631
H -5.849 2.669 -3.499
H -4.504 1.486 -3.496
H -1.674 4.988 0.315
H -0.125 4.483 1.058
H -1.671 4.151 1.892
H -4.837 -1.342 1.071
H -3.481 -0.841 0.027
H -5.032 0.026 -0.036
H -7.440 1.685 2.070
H -7.951 1.652 0.355
H -7.679 3.212 1.166
H -1.395 5.399 -5.757
H -1.326 5.191 -3.993
H -2.904 5.239 -4.837
Cl -3.587 -1.254 -3.132
C -1.876 -1.675 -3.145
Cl -1.170 -1.663 -4.748
C -1.099 -0.802 -2.181
O -1.634 -0.235 -1.186
O 0.170 -0.725 -2.252
H -1.793 -2.694 -2.762

No. 3
103
Properties=species:S:1:pos:R:3 method="wB97M-V/def2-TZVPD" e_above_lowest_kj_mol=21.3 charge=0 gap_ev=6.56
Ba 1.444 0.132 -0.064
C -0.879 -4.928 -3.039
N -0.381 -3.577 -2.854
C -0.363 -2.594 -3.805
C 0.081 -1.460 -3.180
N 0.327 -1.738 -1.870
C 0.047 -3.012 -1.686
P 0.399 -4.010 -0.209
C 2.167 -3.622 0.020
N 2.697 -2.521 0.516
C 4.044 -2.716 0.553
C 4.341 -3.956 0.060
N 3.144 -4.531 -0.272
C 2.968 -5.851 -0.850
C -0.272 -3.046 1.176
N -0.035 -1.784 1.474
C -0.562 -1.566 2.709
C -1.144 -2.717 3.167
N -0.955 -3.653 2.191
C -1.422 -5.029 2.231
H -1.114 -5.071 -4.091
H -1.784 -5.079 -2.452
H -0.133 -5.663 -2.742
H -0.678 -2.787 -4.817
H 0.215 -0.462 -3.569
H 4.709 -1.959 0.936
H 5.272 -4.479 -0.077
H 3.935 -6.346 -0.891
H 2.572 -5.780 -1.863
H 2.290 -6.449 -0.244
H -0.497 -0.604 3.193
H -1.664 -2.952 4.080
H -2.019 -5.166 3.129
H -0.584 -5.723 2.255
H -2.041 -5.243 1.362
S 3.678 0.681 2.348
C 2.410 1.763 2.731
N 1.387 2.085 1.982
C 0.563 3.023 2.580
C -0.584 3.563 1.998
C -1.331 4.476 2.719
C -0.944 4.866 4.003
C 0.202 4.350 4.585
C 0.954 3.429 3.867
S 2.430 2.603 4.288
H -0.855 3.267 0.991
H -2.228 4.896 2.282
H -1.545 5.582 4.549
H 0.504 4.657 5.579
S 0.114 2.229 -2.015
C -1.590 2.364 -2.404
C -1.968 3.175 -3.492
C -3.285 3.285 -3.894
C -4.292 2.587 -3.232
C -3.948 1.799 -2.149
C -2.623 1.694 -1.720
As -2.188 0.605 -0.182
C -3.196 -1.016 -0.629
C -3.153 -1.468 -1.946
C -3.689 -2.700 -2.293
C -4.274 -3.507 -1.326
C -4.328 -3.063 -0.011
C -3.793 -1.827 0.333
C -3.315 1.405 1.204
C -3.275 0.860 2.487
C -3.960 1.453 3.538
C -4.684 2.618 3.325
C -4.711 3.182 2.059
C -4.029 2.584 1.006
H -1.190 3.709 -4.022
H -3.532 3.916 -4.740
H -5.323 2.661 -3.554
H -4.719 1.251 -1.617
H -2.706 -0.844 -2.710
H -3.661 -3.024 -3.328
H -4.705 -4.463 -1.597
H -4.802 -3.673 0.749
H -3.855 -1.496 1.363
H -2.683 -0.027 2.679
H -3.915 1.014 4.527
H -5.211 3.090 4.144
H -5.259 4.100 1.887
H -4.048 3.050 0.030
C 5.036 4.566 1.810
C 4.785 3.788 0.551
C 3.702 4.077 -0.269
C 3.409 3.283 -1.369
C 4.216 2.185 -1.643
C 5.316 1.889 -0.844
C 5.602 2.700 0.234
S 3.573 1.028 -2.817
C 5.043 0.520 -3.710
O 3.203 -0.184 -2.002
H 4.439 5.476 1.843
H 6.089 4.836 1.908
H 4.769 3.951 2.674
H 3.050 4.907 -0.024
H 2.523 3.467 -1.966
H 5.904 0.998 -1.027
H 6.430 2.452 0.886
H 5.782 0.108 -3.025
H 5.444 1.379 -4.247
H 4.715 -0.245 -4.412

No. 4
101
Properties=species:S:1:pos:R:3 method="wB97M-V/def2-TZVPD" multiplicity=5 e_above_lowest_kj_mol=152.1 charge=+1 gap_ev="5.25 / 5.90"
Cr -2.264 -1.190 0.401
C -1.893 1.298 -2.056
C -3.286 0.807 -1.908
C -4.292 1.406 -2.668
C -5.587 0.959 -2.588
C -5.860 -0.096 -1.732
C -4.832 -0.633 -0.992
N -3.554 -0.199 -1.062
C -5.091 -1.703 -0.001
C -6.290 -2.386 0.102
C -6.420 -3.350 1.081
C -5.353 -3.617 1.918
C -4.175 -2.914 1.748
N -4.066 -1.974 0.807
C -2.953 -3.152 2.555
C -2.965 -4.077 3.570
C -1.826 -4.238 4.344
C -0.750 -3.436 4.082
C -0.786 -2.505 3.036
C 0.426 -1.676 2.818
N -1.871 -2.389 2.244
H -1.737 1.727 -3.046
H -1.170 0.506 -1.881
H -1.731 2.080 -1.318
H -4.025 2.227 -3.321
H -6.374 1.414 -3.177
H -6.866 -0.475 -1.632
H -7.105 -2.175 -0.574
H -7.348 -3.898 1.189
H -5.443 -4.368 2.686
H -3.849 -4.663 3.776
H -1.798 -4.970 5.142
H 0.153 -3.503 4.675
H 0.956 -1.536 3.759
H 0.152 -0.717 2.419
H 1.124 -2.166 2.135
Se 4.177 -0.502 2.292
P 3.641 0.003 0.316
C 4.407 -1.012 -0.976
C 5.519 -1.776 -0.656
C 6.132 -2.554 -1.633
C 5.631 -2.571 -2.924
C 4.512 -1.809 -3.249
C 3.901 -1.034 -2.277
C 4.089 1.709 -0.112
C 4.491 2.066 -1.402
C 4.884 3.367 -1.678
C 4.896 4.318 -0.666
C 4.524 3.961 0.622
C 4.124 2.661 0.901
C 1.859 -0.309 0.036
C 0.633 0.292 0.292
N -0.303 -0.672 0.039
N 0.328 -1.795 -0.319
N 1.613 -1.602 -0.321
P -0.019 1.919 0.777
Se -2.450 0.836 1.732
C 0.744 2.537 2.310
C 0.336 1.990 3.530
C 0.796 2.514 4.729
C 1.630 3.623 4.731
C 2.004 4.200 3.526
C 1.569 3.660 2.324
C 0.560 3.061 -0.518
C 1.379 2.695 -1.582
C 1.716 3.623 -2.561
C 1.234 4.922 -2.491
C 0.397 5.292 -1.443
C 0.054 4.366 -0.470
H 5.894 -1.763 0.360
H 7.000 -3.150 -1.379
H 6.104 -3.184 -3.682
H 4.119 -1.823 -4.258
H 3.017 -0.457 -2.528
H 4.519 1.328 -2.191
H 5.199 3.634 -2.680
H 5.215 5.333 -0.879
H 4.559 4.693 1.421
H 3.870 2.371 1.912
H -0.371 1.174 3.546
H 0.484 2.066 5.665
H 1.972 4.048 5.667
H 2.644 5.075 3.519
H 1.894 4.108 1.397
H 1.762 1.684 -1.649
H 2.367 3.329 -3.377
H 1.507 5.646 -3.249
H 0.007 6.301 -1.388
H -0.613 4.654 0.338
N -1.646 -1.661 -2.939
C -1.370 -3.100 -2.892
C -2.272 -3.816 -1.907
N -2.028 -3.393 -0.509
H -2.498 -1.490 -3.460
H -0.905 -1.177 -3.431
H -0.336 -3.236 -2.571
H -1.478 -3.586 -3.865
H -2.086 -4.886 -2.012
H -3.323 -3.642 -2.155
H -1.022 -3.403 -0.342
H -2.446 -4.073 0.113